i) Here is a cluster of 3 separate species, C5H13O3 in total from OMol25. Energies are from ωB97M-V/def2-TZVPD.

Its frontier orbital gap is 8.14 eV. Its HOMO energy is -4.211 eV. Its total charge is -1.

Geometry as XYZ:
```
21
C5H13O3, DFT ωB97M-V/def2-TZVPD
O 3.42722 0.59929 -0.44655
O 1.40801 -0.96270 -1.36549
O -0.40626 -1.79490 0.27250
C -1.52454 0.63152 -2.03106
C -1.62997 0.80476 -0.65935
C -0.73891 1.08516 0.58207
C -0.04105 -1.20249 1.50145
C -0.80711 0.13848 1.76754
H 2.15521 -1.71792 -1.37982
H -0.97272 2.11785 0.95494
H 1.05278 -0.85404 1.40379
H 2.76800 -0.14100 -0.61930
H 0.27838 1.10601 0.38379
H -0.63402 0.28624 -2.59867
H -0.09476 -1.88593 2.39845
H -0.39354 0.66365 2.59340
H 3.18179 0.99084 -1.26921
H -2.69229 0.85516 -0.37170
H -2.51922 0.79470 -2.69222
H -1.88346 -0.13902 2.06493
H 0.06647 -1.37565 -0.48951
```



ii) Here is a cluster of 2 separate species, C5H13O3 in total from OMol25. Energies are from ωB97M-V/def2-TZVPD.

Its frontier orbital gap is 6.45 eV. Its HOMO energy is -3.410 eV. Its total charge is -1.

Geometry as XYZ:
```
21
C5H13O3, DFT ωB97M-V/def2-TZVPD
O 2.02606 0.04502 -2.24577
O 0.80586 1.10862 -4.09137
O -1.59992 -0.86932 3.59902
C -0.26143 -0.23859 1.63014
C 1.09622 -0.31840 -1.31918
C 0.53858 0.93146 -0.54948
C -0.58655 0.69200 0.43566
C -1.46963 -1.02013 2.15527
H 0.27905 -0.89676 -1.80553
H -1.37126 -1.67367 4.06911
H 0.44273 -0.98044 1.23737
H 1.53862 -0.93225 -0.50425
H 1.40194 1.16295 -4.84462
H 0.20678 1.66572 -1.28587
H 1.41250 0.58010 -3.31105
H -1.41494 0.23244 -0.11422
H -1.40931 -2.08697 1.94798
H 0.22405 0.27762 2.45387
H -2.39586 -0.59303 1.76735
H 1.47395 1.27856 -0.09559
H -0.93739 1.63506 0.87114
```



Energies relative to the most stable structure, in kcal/mol: i) 24.2; ii) 0.0.



i) Here is a cluster of 3 separate species, C4H7IOS in total from OMol25. Energies are from ωB97M-V/def2-TZVPD.

Its frontier orbital gap is 9.03 eV. Its HOMO energy is -8.440 eV. Its total charge is 0.

Geometry as XYZ:
```
14
C4H7IOS, DFT ωB97M-V/def2-TZVPD
I 4.22985 -0.55162 -0.06566
S 0.38773 -1.85511 0.19371
O 0.36813 2.83704 0.49509
C -0.83330 -0.60310 0.08033
C -1.31587 -0.50798 -1.23660
C 0.63257 1.83763 0.99575
C -1.12158 0.28877 1.05133
H -2.22255 0.12628 -1.41417
H -1.69382 1.07753 0.79386
H -0.43252 -0.16292 -1.80007
H 3.96262 0.69330 -0.89839
H 0.42365 -1.94381 1.48815
H -1.65688 -1.48424 -1.74632
H -0.72802 0.24824 2.06300
```



ii) Here is a structure of composition C4H7IOS from OMol25. Energies are from ωB97M-V/def2-TZVPD.

Its frontier orbital gap (spin up / spin down) is 5.57 / 5.57 eV. Its HOMO energy (spin up / spin down) is -7.469 / -7.470 eV. Its total charge is 0.

Geometry as XYZ:
```
14
C4H7IOS, DFT ωB97M-V/def2-TZVPD
I 3.19986 -0.63216 0.01243
S -0.47189 0.48211 -1.96206
O 2.12423 2.20038 0.79326
C 1.57626 1.22433 0.45591
C -0.06017 -1.34950 0.14541
C -1.50691 0.67315 0.53246
C -0.70977 -0.20566 -0.41979
H -0.59098 -1.73621 0.96584
H -2.34583 -0.03928 0.89808
H 0.96340 -1.06206 0.05678
H -0.97085 1.10845 1.25761
H -1.84775 1.63625 0.09800
H -0.14500 -2.24863 -0.63122
H 0.78541 -0.05118 -2.20270
```



Energies relative to the most stable structure, in kcal/mol: i) 0.0; ii) 29.5.



i) Here is a structure of composition C27H21ClMgN6OS from OMol25. Energies are from ωB97M-V/def2-TZVPD.

Its frontier orbital gap (spin up / spin down) is 4.43 / 4.10 eV. Its HOMO energy (spin up / spin down) is -0.093 / 0.244 eV. Its total charge is -2.

Geometry as XYZ:
```
58
C27H21ClMgN6OS, DFT ωB97M-V/def2-TZVPD
Cl -2.82842 1.22528 -5.09595
S 2.55187 0.21452 -0.36180
Mg 0.06200 0.28336 -0.34303
O -1.42507 -0.79435 -0.38942
N 0.71313 -1.67019 -0.43272
N 0.65054 2.53372 -0.59331
N -0.24212 0.11522 1.92719
N 0.01614 0.35451 -2.46828
N -1.48114 1.56853 -0.05260
N -1.56563 2.87709 0.00821
C -0.42690 3.38216 -0.55550
C 1.89046 4.34244 -1.61960
C 0.32052 -2.94847 -0.48839
C 1.55916 -1.38184 4.79574
C 1.61105 -2.72760 4.45585
C 2.55072 -3.77010 -0.53058
C -2.43889 -0.48432 2.88295
C 1.77607 3.05564 -1.11602
C 0.93798 -0.47257 3.95070
C 0.40871 -2.22702 2.42581
C -0.22548 0.49488 -5.24440
C 1.17829 -4.02494 -0.53855
C 0.77067 5.18026 -1.57855
C 1.03368 -3.14328 3.26451
C -0.39205 4.70499 -1.03737
C 0.97500 0.13992 -4.65874
C -3.82531 -0.37761 2.84524
C 0.32975 -0.86900 2.74081
C 2.03487 -1.42645 -0.42731
C -1.13314 0.69317 -3.04918
C -2.28014 0.92867 0.92725
C -1.29933 0.77647 -4.42085
C -3.66124 1.02184 0.90493
C -1.61263 0.14521 1.92770
C 2.98857 -2.46846 -0.47544
C -4.44762 0.37156 1.85845
C 1.04877 0.08369 -3.27411
H -4.12679 1.61385 0.12436
H -0.32138 0.55045 -6.32235
H 1.06691 -4.18902 2.97399
H 0.79141 -5.03474 -0.58080
H -0.75566 -3.08093 -0.48981
H 3.26828 -4.58415 -0.56718
H 0.90616 0.57740 4.21742
H 1.96886 -0.18603 -2.77410
H 2.00587 -1.03156 5.72138
H 4.04462 -2.24037 -0.46801
H 2.83292 4.68366 -2.03093
H 2.62342 2.39706 -1.12925
H -5.53008 0.45521 1.82832
H 1.84217 -0.08898 -5.26308
H -0.03471 -2.56363 1.51076
H -1.28095 5.31901 -0.97434
H -1.94732 0.90189 -2.36272
H -4.41604 -0.88684 3.60190
H 0.82328 6.19435 -1.96307
H -1.98226 -1.07017 3.67297
H 2.09842 -3.44336 5.11091
```



ii) Here is a structure of composition C27H21ClMgN6OS from OMol25. Energies are from ωB97M-V/def2-TZVPD.

Its frontier orbital gap (spin up / spin down) is 3.60 / 4.54 eV. Its HOMO energy (spin up / spin down) is 0.742 / -0.202 eV. Its total charge is -2.

Geometry as XYZ:
```
58
C27H21ClMgN6OS, DFT ωB97M-V/def2-TZVPD
Cl -1.40124 3.73389 4.33246
S 2.50837 1.05588 1.58608
Mg 0.58277 -0.17218 0.71073
O 1.74960 -1.23932 1.56537
N 2.05168 -0.83860 -0.50237
N 0.18535 -0.47502 2.74372
N -0.04005 -2.07617 0.71810
N -0.45114 -0.21967 -1.16847
N -0.40330 1.70774 1.03518
N -0.92438 -2.27375 1.63221
C -0.02076 1.68552 -2.56581
C 2.53957 -1.57185 -1.50789
C -0.55792 -1.61947 2.81701
C -0.45544 2.69921 -3.41290
C 2.95048 -0.02349 0.19363
C -0.59344 2.12134 2.31452
C -0.66612 -1.48514 5.21297
C -0.99979 -2.13854 4.03460
C 4.30114 0.02043 -0.14923
C 0.48475 0.14070 3.90221
C 4.76083 -0.76454 -1.20514
C -0.91643 0.72543 -2.03299
C -0.68862 -3.85491 -0.82480
C -1.49753 3.75517 0.36803
C -2.71221 1.88111 -3.22321
C -0.49832 -2.49919 -0.53993
C -0.68791 -1.51280 -1.52964
C -1.07660 -4.26493 -2.09720
C -1.80519 2.79790 -3.74848
C -1.67130 4.13751 1.68024
C -1.05182 -1.96114 -2.81447
C 0.09128 -0.32120 5.15020
C -2.27366 0.86721 -2.37012
C -1.25290 -3.31365 -3.09201
C -0.86494 2.54466 0.10246
C 3.87307 -1.57316 -1.89694
C -1.21087 3.30583 2.67522
H -0.71959 2.23337 -0.87944
H -1.22327 -5.31756 -2.31231
H -1.16994 -1.23925 -3.61778
H 1.03037 1.62079 -2.29828
H 1.80585 -2.18680 -2.01746
H 0.26261 3.41224 -3.80106
H 4.99140 0.65447 0.39374
H -0.51952 -4.58383 -0.04117
H 4.20598 -2.19166 -2.72087
H 1.07038 1.04624 3.79567
H 5.81074 -0.73649 -1.47803
H -0.22325 1.44931 3.06265
H 0.36663 0.21993 6.04746
H -2.16138 5.07613 1.91927
H -1.53747 -3.61250 -4.09542
H -0.99886 -1.87671 6.16882
H -2.14690 3.58896 -4.40613
H -2.99196 0.16993 -1.94910
H -3.76676 1.95258 -3.46508
H -1.59706 -3.04184 4.04500
H -1.84499 4.38191 -0.44380
```



Energies relative to the most stable structure, in kcal/mol: i) 0.0; ii) 94.9.



i) Here is an isolated molecule of C17H26N2O5S from OMol25. Energies are from ωB97M-V/def2-TZVPD.

Its frontier orbital gap is 8.78 eV. Its HOMO energy is -8.148 eV. The SMILES is CCS(=O)(=O)N1CCC(C(=O)NCc2cc(OC)ccc2OC)CC1. Its total charge is 0.

Geometry as XYZ:
```
51
C17H26N2O5S, DFT ωB97M-V/def2-TZVPD
S -2.97571 -0.09116 -0.38158
O 0.22707 -2.32397 2.51037
O -4.12815 0.40555 -1.07112
O -3.17806 -1.04293 0.67576
O 3.16826 -0.30144 -1.70376
O 1.23403 2.27664 -0.91562
N -2.17209 1.21295 0.27311
N 2.13507 2.06157 1.13579
C -1.72194 2.17436 -0.71530
C 3.02222 -0.76659 -3.02172
C 1.59295 -1.97502 -0.89800
C -1.86674 -0.85674 -1.61762
C -1.15410 3.43072 -0.05331
C 0.92043 -1.91797 1.41115
C 2.46219 -0.25731 0.54039
C 1.75216 -0.81073 1.58798
C -0.69554 2.10248 1.98155
C 3.13312 1.08512 0.71934
C 0.83883 -2.48757 0.14934
C -1.16633 0.85368 1.24527
C -0.06988 3.06974 0.96850
C -2.47411 -2.18853 -1.99687
C 1.14549 2.42993 0.28370
C -0.86608 -3.19798 2.32521
C 2.40550 -0.86266 -0.72540
H 0.19437 -3.33064 -0.04065
H -0.30426 0.37339 0.75994
H -2.59417 -2.79972 -1.10575
H -0.93920 1.74473 -1.35228
H -0.54694 -4.16866 1.93347
H 0.26960 3.97838 1.47869
H 3.66352 -0.12972 -3.62878
H 0.00311 1.81451 2.76810
H 3.54821 1.40611 -0.23663
H -3.45738 -2.02813 -2.43222
H -2.59154 2.41831 -1.32735
H -1.62037 -2.75412 1.66684
H -1.95302 3.97205 0.45464
H 3.91995 1.05213 1.47396
H -1.29473 -3.33894 3.31585
H -0.73431 4.06662 -0.83303
H -1.82016 -0.17483 -2.46040
H 1.98855 -0.67139 -3.36856
H 1.51506 -2.45199 -1.86230
H -1.84841 -2.71690 -2.71389
H -0.89117 -0.96625 -1.15058
H -1.62746 0.13996 1.92804
H 1.96260 2.13340 2.12529
H -1.55428 2.58463 2.45098
H 1.79475 -0.36769 2.57140
H 3.34909 -1.80737 -3.12191
```



ii) Here is an isolated molecule of C17H26N2O5S from OMol25. Energies are from ωB97M-V/def2-TZVPD.

Its frontier orbital gap is 9.18 eV. Its HOMO energy is -8.731 eV. The SMILES is O=S(=O)(c1ccc(OC[C@H](O)CN2CCCC2)cc1)N1CCOCC1. Its total charge is 0.

Geometry as XYZ:
```
51
C17H26N2O5S, DFT ωB97M-V/def2-TZVPD
S 1.22093 3.66917 -0.68116
O 2.57260 3.94643 -0.27636
O 3.24767 2.83195 -3.94064
O -1.19263 0.05159 3.31430
O 0.34643 4.77579 -0.93336
O -1.56511 -2.77285 3.66298
N 1.15455 2.66800 -2.03435
N -2.09992 -3.23868 0.57952
C -1.55218 -4.49196 1.08044
C -1.46233 1.40061 1.28320
C 1.22013 2.07749 1.57407
C -2.45812 -0.58341 3.22953
C -0.24684 -3.80453 -0.84997
C 0.96419 3.33698 -3.30805
C -0.72535 0.87302 2.34396
C 2.20696 1.67179 -2.07971
C -1.65983 -2.06862 1.31738
C 2.29500 3.86894 -3.84369
C 0.62295 1.22675 2.47971
C -2.29725 -2.02871 2.71912
C -0.85482 2.25256 0.37867
C 0.47724 2.58256 0.52233
C -1.67754 -3.22756 -0.81243
C -0.16942 -4.67191 0.41660
C 3.49397 2.25030 -2.67836
H -0.07844 -4.38150 -1.75698
H 0.26196 4.15271 -3.14104
H 0.01988 -5.71846 0.18701
H 2.38295 1.32617 -1.06053
H 3.89856 3.00247 -1.98759
H 1.84979 0.83715 -2.69240
H 2.25489 2.36664 1.66860
H 4.23208 1.46387 -2.84509
H -1.74456 -2.22647 -1.23764
H -2.35775 -3.88475 -1.36130
H -1.99139 -1.19476 0.75230
H -3.28340 -2.50034 2.66703
H 2.66156 4.65615 -3.16789
H -0.75531 -2.28413 3.85970
H 2.17993 4.27190 -4.85120
H -1.40953 2.67751 -0.44208
H -1.50874 -4.48806 2.16648
H -0.56305 -2.00972 1.42454
H -2.22674 -5.29008 0.75927
H 0.53756 2.61117 -4.00789
H 0.62290 -4.32660 1.08065
H -3.16951 -0.02855 2.61755
H -2.83092 -0.62023 4.25806
H 0.48832 -2.99953 -0.82113
H -2.50758 1.16815 1.15399
H 1.17526 0.82360 3.31385
```



Energies relative to the most stable structure, in kcal/mol: i) 0.0; ii) 34.2.